The following is a DFT calculation (ωB97M-V with the def2-TZVPD basis set) of the molecule C3H6N2O2.

Element x y z (Å)
C1 1.7635 0.3401 0.1852
C2 -1.3386 0.0284 -0.8018
C3 -0.4784 -0.5903 0.3250
N1 -1.4490 1.3531 -0.6865
N2 0.9477 -0.5655 -0.1953
O1 1.2034 -1.3664 -1.1419
O2 1.4024 1.1846 1.1627
H1 2.8150 0.2172 -0.1064
H2 -0.7252 -0.3241 -1.6487
H3 -2.3069 -0.3974 -0.9386
H4 -0.3895 -0.0195 1.2638
H5 -0.4572 -1.7695 0.6197
H6 1.9105 1.9075 1.1870

## Properties
Relative energy (zero: lowest compared OMol25 entry of this formula, charge and spin): 8.5926 eV
DFT total energy: -377.643566 Ha
Charge: 0
Frontier orbital gap (spin up / spin down): 0.2820 / 0.2831 hartree
2S+1: 1
Strongest force on any atom: 5.24 eV Å⁻¹
E_LUMO (spin up / spin down): -0.746 / -0.621 eV

Here is what Löwdin gives for the atomic charges, in e: -0.137 -0.374 -0.070 0.194 -0.312 -0.117 0.084 0.165 0.125 0.109 0.103 0.185 0.046